Entry from the Open Molecules 2025 dataset: a molecular structure, C24H43BiGeN2O3Se2 (ωB97M-V with the def2-TZVPD basis set).

```
76
Properties=species:S:1:pos:R:3:mulliken_charge:R:1
Bi -1.560 -1.957 0.621 0.865
Se -2.098 0.195 -0.846 0.000
Se -0.156 -0.808 2.736 0.102
Ge -0.907 -1.722 5.826 0.372
O 1.698 -2.304 -1.959 -0.586
O -1.219 -3.956 -0.898 -0.545
O 0.354 -2.028 -0.220 -0.182
N 0.327 0.571 -2.341 1.716
N 0.314 1.705 -0.468 1.281
C -0.041 -3.913 -1.749 1.775
C 0.346 5.547 0.249 -1.243
C 1.555 1.228 -2.259 0.789
C -0.458 -3.815 -3.208 -1.605
C 1.547 1.948 -1.078 0.740
C 0.740 -2.669 -1.340 0.132
C 2.655 1.231 -3.116 -1.134
C -1.200 3.512 0.365 -0.704
C -1.319 1.865 -4.560 0.076
C -2.757 1.347 -4.486 -1.142
C 1.712 -0.983 2.238 -0.792
C -0.370 0.847 -1.235 -0.918
C -0.574 -3.256 6.947 -1.100
C 3.708 2.761 -1.547 -0.832
C -0.629 4.639 -0.498 -0.099
C -0.192 2.422 0.723 -1.090
C -2.776 -1.257 5.628 -1.092
C 0.218 -0.199 6.249 -1.110
C -0.341 -2.310 3.983 -1.114
C 2.629 2.738 -0.692 -1.123
C -0.282 0.760 -4.744 -1.000
C 3.723 2.012 -2.741 -0.999
C 0.826 -5.138 -1.483 -1.742
C -0.125 -0.167 -3.542 -1.376
H -1.062 -3.011 3.560 0.507
H -2.969 0.824 -3.550 0.135
H -0.865 -3.031 7.975 0.382
H -0.151 4.221 -1.391 0.001
H 1.881 -1.943 1.764 0.312
H 0.685 1.201 -4.991 0.404
H 1.799 -5.007 -1.956 0.377
H -2.919 -0.531 4.823 0.353
H 4.599 2.048 -3.374 0.466
H -1.149 -4.119 6.611 0.369
H 2.272 -0.880 3.163 0.490
H -0.163 0.323 7.127 0.383
H 0.603 -0.951 -3.729 0.412
H 0.593 6.425 -0.348 0.405
H -2.051 3.052 -0.138 0.264
H 2.683 0.634 -4.017 0.536
H -1.467 5.238 -0.856 0.474
H -3.471 2.168 -4.561 0.399
H -1.572 3.924 1.306 0.535
H -0.906 -4.754 -3.534 0.547
H 0.969 -5.286 -0.412 0.386
H -0.565 0.131 -5.592 0.532
H -1.076 -0.632 -3.292 0.420
H -0.634 1.696 1.397 -0.025
H 1.289 5.050 0.487 0.195
H -2.964 0.656 -5.307 0.321
H 0.678 2.851 1.216 0.677
H 4.570 3.363 -1.292 0.475
H 0.356 -6.029 -1.902 0.436
H -1.849 -4.590 -1.266 0.284
H -3.154 -0.808 6.548 0.380
H -1.178 -3.008 -3.361 0.286
H -0.092 5.900 1.186 0.337
H 0.248 0.517 5.427 0.369
H 1.948 -0.176 1.551 0.144
H 0.633 -2.802 4.008 0.489
H -1.232 2.549 -5.404 0.440
H 2.639 3.297 0.232 0.464
H 1.235 -0.529 6.469 0.346
H 0.421 -3.627 -3.823 0.360
H -1.080 2.456 -3.667 -0.113
H 0.487 -3.508 6.940 0.371
H -3.371 -2.148 5.419 0.354
```

Computed properties:
molecular weight = 847.1 u
total charge = +2
strongest force on any atom = 0.5 eV Å⁻¹
total energy = -8369.469240 Eh
relative energy (zero: lowest compared OMol25 entry of this formula, charge and spin) = 0.0 kJ/mol
gap between HOMO and LUMO = 0.2869 Ha
HOMO level = -14.40 eV